[1]
Here is C34H19NO10PW as an isolated structure from the OMol25 dataset. Energies are from ωB97M-V/def2-TZVPD.

Atoms and positions in Å:
O: 1.79 -3.40 0.28
C: 3.49 3.61 -2.37
H: 3.02 -0.08 -2.48
C: -4.18 -2.37 -2.78
C: 0.87 -2.20 -4.89
H: -2.12 2.51 -2.20
C: 1.15 1.31 0.34
H: 0.57 1.50 -5.38
O: -1.42 1.13 1.17
C: 2.42 -0.65 -3.18
H: 0.13 -4.31 2.24
C: 2.97 -1.77 -3.80
H: -0.75 2.90 -6.93
H: -2.74 4.13 -6.12
H: -2.72 -1.55 3.98
O: -5.21 -0.23 -2.19
N: -0.77 -1.26 1.29
C: 2.38 2.87 -2.83
C: -1.81 2.62 -3.23
O: -0.83 -1.70 -1.48
C: -2.01 -1.83 3.21
O: -2.28 -3.88 -3.11
C: -2.73 -2.86 -2.66
O: -2.43 0.25 -0.94
H: 2.87 2.05 3.18
H: 0.91 0.82 2.40
C: -0.67 1.95 -3.68
C: 0.33 -1.08 -4.28
H: 4.28 3.33 1.61
O: -2.79 1.03 2.96
C: 3.84 3.56 -1.05
C: 1.97 2.05 -0.57
C: -1.40 -3.08 3.19
H: 4.69 4.12 -0.69
P: 0.29 1.02 -2.45
C: 1.66 2.10 -1.96
C: 1.07 -2.43 0.36
C: -0.29 2.05 -5.02
C: 1.10 -0.30 -3.42
C: -0.42 -3.38 2.25
C: -2.07 -1.80 -1.89
C: -4.25 -0.96 -2.17
C: -0.12 -2.42 1.31
O: -1.77 -3.97 4.15
H: 0.25 -2.81 -5.53
H: -0.71 -0.83 -4.45
H: -1.28 -4.79 4.03
C: -1.04 2.83 -5.89
H: -3.43 3.92 -3.75
C: -2.91 -0.75 -1.61
C: 2.20 -2.54 -4.65
H: 2.62 -3.43 -5.11
C: -2.05 0.53 2.13
H: 3.99 -2.05 -3.58
W: -0.46 -0.04 -0.30
C: 2.64 2.06 2.13
H: 2.11 2.91 -3.88
O: 1.24 -1.27 -0.19
C: -1.67 -0.94 2.22
O: -5.09 -2.98 -3.26
C: 3.09 2.80 -0.12
C: 1.51 1.35 1.66
H: 4.06 4.21 -3.06
C: -2.55 3.41 -4.11
C: -2.16 3.52 -5.43
C: 3.42 2.77 1.26

Summary:
Largest force on an atom in eV/Å: 1.43
Net charge: -1
E in a.u.: -2522.8847
Energy above the lowest of the compared OMol25 structures with the same formula, charge and spin in kJ/mol: 0.00
LUMO energy (alpha / beta) in Eh: 0.080 / 0.065
2S+1: 3
E_HOMO (alpha / beta) in eV: -4.59 / -5.49

[2]
Here is a 2-piece molecular cluster, CH2BrP overall from the OMol25 dataset. Energies are from ωB97M-V/def2-TZVPD.

Atoms and positions in Å:
C: -0.14 -0.90 -0.16
Br: 2.08 -2.05 -2.74
H: 1.63 -0.71 1.61
H: -0.98 -0.90 -0.71
P: 0.86 0.10 0.70

Summary:
Largest force on an atom in eV/Å: 4.93
E in a.u.: -2954.4891
Energy above the lowest of the compared OMol25 structures with the same formula, charge and spin in kJ/mol: 393.34
LUMO energy (alpha / beta) in Eh: -0.035 / -0.127
E_HOMO (alpha / beta) in eV: -10.05 / -8.83

[3]
Here is one molecule with the formula C3H4N4 from the OMol25 dataset. Energies are from ωB97M-V/def2-TZVPD.

Atoms and positions in Å:
H: 2.14 1.89 -1.19
N: 1.71 0.11 -0.20
C: -0.61 -0.21 0.14
N: -1.61 -0.95 0.71
H: 0.99 -1.59 0.71
H: -2.52 -0.56 0.86
N: 0.10 1.61 -1.08
N: -0.90 0.88 -0.58
C: 0.74 -0.63 0.26
H: -1.38 -1.80 1.20
C: 1.34 1.24 -0.84

Summary:
Largest force on an atom in eV/Å: 0.58
E in a.u.: -335.7117
Energy above the lowest of the compared OMol25 structures with the same formula, charge and spin in kJ/mol: 161.93
LUMO energy in Eh: 0.009
E_HOMO in eV: -9.19